Formula: C2H10NO
Source: the OMol25 dataset
Level of theory: the ωB97M-V functional and the def2-TZVPD basis

Results
E_LUMO in Ha: -0.1319
Total charge: +1
HOMO in eV: -14.884
Energy above the lowest of the compared OMol25 structures with the same formula, charge and spin in eV: 1.107

Last columns: bonded neighbours and bond lengths (Å).
Positions of all 14 atoms, in Å:
1 C -0.4182 -2.2418 0.0513  O2 1.441, H4 1.087, H5 1.117, H6 1.093
2 O -0.3966 -1.0882 0.9139  C1 1.441, H3 0.959
3 H -0.9847 -1.1058 1.6713  O2 0.959
4 H -1.3869 -2.7320 0.0030  C1 1.087
5 H -0.1823 -1.8469 -0.9668  C1 1.117
6 H 0.3392 -2.9496 0.3968  C1 1.093
7 C -0.2467 1.9749 -0.1814  N8 1.523, H12 1.102, H13 1.090, H14 1.093
8 N 0.9996 1.1208 -0.3734  C7 1.523, H9 1.017, H10 1.016, H11 1.037
9 H 1.0703 0.6651 -1.2801  N8 1.017
10 H 1.8877 1.5823 -0.1987  N8 1.016
11 H 0.8890 0.3153 0.2696  N8 1.037
12 H -0.7054 1.9189 -1.1823  C7 1.102
13 H 0.0528 2.8859 0.3373  C7 1.090
14 H -0.9177 1.5010 0.5395  C7 1.093

Atom charges from the Löwdin analysis, given in e for atoms 1 to 5: -0.10 -0.16 0.10 0.09 0.09